Record 1
Below is a structure of composition C40H35AuN2O3P at a distorted geometry, with properties calculated with ωB97M-V/def2-TZVPD.

Geometry (Å):
1 H 4.467 -2.312 -0.341
2 C 3.699 0.356 -3.045
3 H 0.881 -1.993 -1.875
4 C -4.905 2.214 1.058
5 C 1.868 -1.108 -3.549
6 C -2.515 2.390 0.670
7 H -3.187 -5.680 -2.589
8 C -3.717 1.691 0.568
9 H -5.787 3.916 2.013
10 H -2.951 -3.468 -3.749
11 H -3.676 5.158 2.194
12 C 1.080 2.102 3.411
13 C -2.093 -3.940 2.209
14 C -0.078 3.133 -4.152
15 C -2.906 -2.653 2.146
16 C 5.684 -1.896 1.373
17 C 2.229 -0.848 0.215
18 H 1.454 1.826 -1.436
19 C -2.158 -4.996 -0.839
20 H 1.145 1.616 4.375
21 H -1.775 -1.635 -2.557
22 H 4.509 0.995 -3.373
23 C 0.184 2.179 1.183
24 H -5.820 1.643 0.979
25 H 4.833 0.168 3.912
26 H 2.442 3.675 3.934
27 C 1.648 -1.300 -2.195
28 C 0.657 2.191 -2.070
29 C 0.911 3.341 0.936
30 P -1.060 1.539 -0.009
31 C 3.486 0.156 -1.692
32 C -3.598 0.373 -0.089
33 C -0.663 2.168 -1.628
34 H -2.774 -4.789 2.105
35 C -3.680 4.179 1.735
36 C 0.945 2.677 -3.334
37 C -1.395 3.104 -3.711
38 H 1.970 2.692 -3.679
39 C 5.790 -1.195 2.566
40 O -2.356 0.278 -0.650
41 C 4.749 -0.382 2.984
42 N 1.150 -0.913 0.874
43 H -1.644 -4.037 3.204
44 O -4.398 -0.511 -0.171
45 H -0.460 -4.980 1.278
46 H -2.238 -5.933 -0.305
47 N -1.393 -2.754 -0.873
48 H -0.268 0.645 2.615
49 C 3.490 -0.964 1.019
50 H -3.696 -2.680 2.905
51 H -1.553 -1.623 3.113
52 H 2.298 4.768 1.721
53 C 2.888 -0.275 -3.979
54 H -2.191 3.460 -4.351
55 H 2.778 0.350 2.540
56 C -1.513 -3.920 -0.235
57 H -2.719 2.603 -2.108
58 Au -0.635 -0.738 0.029
59 H -0.234 -3.242 1.321
60 H 1.254 -1.627 -4.274
61 H 4.129 0.638 -0.969
62 C -2.555 -3.631 -2.757
63 C 2.442 -0.660 -1.249
64 H 0.151 3.513 -5.138
65 H 0.838 3.844 -0.019
66 H -3.389 -2.524 1.176
67 H 6.685 -1.282 3.167
68 C -1.901 -2.610 -2.100
69 C -2.489 3.638 1.274
70 H 3.064 -0.132 -5.037
71 C 4.544 -1.773 0.595
72 H -1.564 4.184 1.396
73 C -0.977 -4.024 1.160
74 O -2.094 -1.491 2.327
75 C -2.684 -4.853 -2.108
76 C 1.809 3.256 3.163
77 C 0.283 1.558 2.421
78 C -1.692 2.621 -2.451
79 H 6.493 -2.536 1.046
80 C 1.730 3.870 1.923
81 C -4.876 3.475 1.634
82 C 3.600 -0.274 2.219

Computed properties:
* electronic energy: -2357.33960 a.u.
* maximum force: 1.1 eV Å⁻¹
* energy relative to the best compared isomer or geometry (same formula, charge and spin): 36.43 kcal per mole
* 2S+1: 1
* frontier orbital gap (spin up / spin down): 7.3 / 7.3 eV
* net charge: +1

Record 2
Below is a structure of composition C40H35BF2GeNO7OsS at a distorted geometry, with properties calculated with ωB97M-V/def2-TZVPD.

Geometry (Å):
1 H -1.244 6.744 1.067
2 C -0.422 4.163 -1.676
3 Os 1.539 -0.482 -1.402
4 H -4.236 1.983 4.135
5 H -5.676 -4.449 -3.954
6 C -0.253 4.910 0.603
7 H 0.110 4.761 1.610
8 O -0.186 0.627 0.275
9 H -0.467 -3.345 0.003
10 B 3.379 -0.829 -0.229
11 H -2.762 -2.237 -0.100
12 H -0.824 0.987 -3.673
13 H -2.065 7.092 -1.242
14 C 0.294 -1.960 1.450
15 H 2.739 4.399 -1.052
16 C -1.480 6.216 -1.001
17 H -0.193 3.443 -2.449
18 H 3.264 -4.444 1.761
19 H 4.306 -0.975 4.817
20 C 2.597 2.750 1.896
21 C 1.356 -0.542 3.211
22 H -0.114 -0.069 -4.921
23 O 1.211 2.032 -1.228
24 N 0.037 -0.784 -2.907
25 C -2.891 0.895 2.879
26 C 2.430 -2.593 2.477
27 H 4.331 -3.001 3.401
28 H 1.395 -4.927 0.201
29 H -3.088 -0.525 -0.399
30 H -3.081 -1.882 5.555
31 C 0.046 3.975 -0.384
32 C -2.300 -1.272 -0.305
33 H 2.381 0.571 4.719
34 C 3.483 -1.183 4.148
35 C 3.499 -2.312 3.360
36 H -3.747 -3.420 -5.664
37 C 3.821 3.145 2.419
38 H 0.527 0.155 3.172
39 C 4.270 4.409 0.434
40 F 4.128 -1.923 -0.328
41 O 1.124 -2.801 -2.292
42 C 4.661 3.969 1.692
43 O 1.054 -2.248 -4.730
44 S 0.407 -2.244 -3.450
45 C -1.089 -3.151 -3.607
46 C -1.182 5.286 -1.982
47 O -0.352 2.153 1.901
48 H -5.026 -5.836 -3.079
49 O 2.171 0.593 -3.005
50 H -2.833 1.690 2.148
51 H -1.534 5.429 -2.994
52 C -3.113 -3.586 -4.802
53 C 1.260 1.080 -3.830
54 H 4.119 2.794 3.398
55 H -0.820 -4.214 -1.780
56 H -4.364 0.207 5.846
57 O 1.423 2.101 -4.447
58 C 0.326 -3.132 0.703
59 H -1.751 -1.324 -1.245
60 C -3.679 1.065 4.004
61 H -4.907 -5.758 -4.837
62 H -1.579 -2.264 -5.501
63 H 4.915 5.060 -0.140
64 C 1.351 -1.685 2.383
65 C -2.159 -0.280 2.705
66 C -1.478 -4.030 -2.613
67 C 0.909 2.757 -0.044
68 C -4.857 -5.168 -3.921
69 C 2.206 3.179 0.639
70 C -1.016 6.021 0.295
71 C 0.068 1.816 0.829
72 C 1.384 -4.037 0.814
73 C -1.901 -2.931 -4.715
74 C -2.698 -4.684 -2.719
75 H 5.615 4.272 2.101
76 C 3.048 4.022 -0.084
77 F 3.806 0.120 0.609
78 C -2.239 -1.277 3.677
79 C -0.009 0.295 -3.897
80 H 1.974 2.420 -1.681
81 H 1.961 2.103 2.478
82 Ge -1.154 -0.742 1.139
83 C 2.426 -3.765 1.681
84 C -3.533 -4.467 -3.805
85 C -3.749 0.067 4.967
86 C 2.401 -0.302 4.082
87 C -3.031 -1.104 4.805
88 H -3.003 -5.375 -1.944
89 H -1.670 -2.194 3.567

Computed properties:
* electronic energy: -4917.12500 a.u.
* maximum force: 1.2 eV Å⁻¹
* energy relative to the best compared isomer or geometry (same formula, charge and spin): 9.96 kcal per mole
* 2S+1: 6
* frontier orbital gap (spin up / spin down): 7.7 / 7.1 eV

Record 3
Below is a structure of composition C40H35KN3O2P2, with properties calculated with ωB97M-V/def2-TZVPD.

Geometry (Å):
1 C -0.959 1.883 -0.791
2 N 0.663 -3.437 2.309
3 H 5.586 -2.549 1.739
4 C -5.174 -1.925 -2.768
5 C -5.580 -0.535 -0.820
6 C 0.427 -4.008 1.105
7 C 2.122 0.359 -2.088
8 C -2.132 1.165 -0.986
9 H 3.876 1.794 0.118
10 H -3.530 -3.325 -2.584
11 C 6.103 -0.605 0.993
12 C -4.101 -2.547 -2.092
13 C 1.397 -4.965 0.580
14 C 0.514 -1.326 -1.483
15 H -2.969 -2.668 -0.302
16 H 4.512 -5.612 2.767
17 H 2.535 0.555 -4.180
18 C 1.969 0.029 -3.421
19 C -5.942 0.883 1.082
20 H -2.658 0.731 -0.141
21 C -0.318 3.924 0.958
22 C 0.351 -1.649 -2.827
23 C -1.524 5.985 1.325
24 C 0.794 4.664 0.562
25 H 0.948 -1.219 -4.841
26 C -0.816 2.272 -3.159
27 H 1.697 4.141 0.269
28 P 1.532 -0.018 0.693
29 C 0.747 6.050 0.548
30 C -1.985 1.539 -3.350
31 H 2.912 1.953 2.271
32 H -3.551 0.408 -2.400
33 K -1.404 -1.586 1.873
34 C 5.216 -1.598 1.377
35 H 0.610 3.008 -1.742
36 H 7.171 -0.777 1.050
37 N 1.321 1.724 0.883
38 C 1.388 -0.311 -1.110
39 H -0.013 -1.903 -0.728
40 H 1.617 6.617 0.240
41 C 1.751 -3.727 3.048
42 C 3.867 -4.932 3.322
43 C -3.786 -2.171 -0.814
44 C 3.847 -1.372 1.312
45 H 3.258 -5.921 0.984
46 H 2.807 1.148 -1.802
47 C -6.299 0.504 -0.182
48 C -0.414 6.714 0.925
49 C -4.094 -0.767 1.211
50 H -5.424 -2.225 -3.779
51 C -0.306 2.447 -1.887
52 H -2.338 4.029 1.669
53 O -0.589 -3.703 0.445
54 H -2.373 1.396 -4.352
55 N 2.693 -4.648 2.523
56 H 4.405 -4.012 3.549
57 C 1.832 2.067 2.235
58 H -0.297 2.696 -4.010
59 H 6.311 1.399 0.248
60 C 3.355 -0.157 0.845
61 H 1.590 3.102 2.470
62 C 1.075 -0.973 -3.793
63 C -2.646 0.987 -2.267
64 H -4.633 0.626 2.748
65 H 3.149 -2.139 1.628
66 C -1.471 4.598 1.351
67 C -4.501 -1.154 -0.119
68 H -6.722 -0.463 -2.653
69 C -5.896 -0.948 -2.141
70 H 1.226 -5.418 -0.385
71 H -7.116 0.986 -0.709
72 H 1.398 1.432 3.021
73 H 3.588 -5.387 4.272
74 C -4.861 0.254 1.748
75 H -2.431 6.495 1.623
76 H -0.448 7.796 0.911
77 C 2.487 -5.234 1.311
78 C 5.620 0.618 0.542
79 C 4.254 0.839 0.466
80 O 2.011 -3.240 4.148
81 H -0.344 -2.432 -3.103
82 H -6.486 1.684 1.576
83 P -0.405 2.087 0.937

Computed properties:
* electronic energy: -3142.76969 a.u.
* maximum force: 0.2 eV Å⁻¹
* energy relative to the best compared isomer or geometry (same formula, charge and spin): 13.16 kcal per mole
* 2S+1: 1
* frontier orbital gap: 6.3 eV
* net charge: -1

Record 4
Below is a cluster of 7 separate species, C40H36BNO28P in total, with properties calculated with ωB97M-V/def2-TZVPD.

Geometry (Å):
1 C -6.686 -6.200 -2.628
2 O 4.457 4.733 -0.379
3 C 3.720 -3.135 -8.430
4 H -9.526 -8.128 -3.322
5 H 4.465 3.000 5.190
6 O 2.190 0.514 0.923
7 O -0.464 -4.008 1.496
8 C 0.545 -2.486 0.046
9 C 5.569 -5.239 -7.559
10 C -2.671 -6.167 -3.836
11 H -3.504 -6.475 -3.219
12 O -1.480 8.930 10.193
13 O 5.037 5.530 -2.774
14 O 7.180 -3.919 -8.675
15 O -3.797 8.349 11.196
16 C 5.023 -3.045 -8.738
17 C 4.081 3.687 -3.908
18 H 2.090 7.111 5.861
19 C 1.589 -0.547 0.992
20 C 0.696 5.908 4.734
21 H -6.683 -4.149 -1.904
22 C -1.759 -5.161 -3.340
23 H -0.806 7.610 7.985
24 C -0.397 -5.243 -5.439
25 H -0.065 6.013 5.511
26 C -3.982 6.157 8.428
27 C -9.529 -6.087 -2.564
28 C 3.406 2.539 -3.739
29 P 0.623 4.345 3.845
30 O -2.338 5.800 6.805
31 C -3.537 7.737 10.181
32 H 2.124 0.511 2.927
33 H 0.422 -4.932 -6.075
34 O -1.192 -6.825 -7.003
35 C 4.191 6.044 4.156
36 C 4.266 -5.328 -7.251
37 O 1.641 -0.228 3.353
38 H 4.726 6.529 4.986
39 H 0.674 4.647 2.482
40 H -10.283 -4.097 -1.855
41 C 0.158 -2.967 1.430
42 C -2.185 8.029 9.551
43 B 2.100 3.085 4.267
44 C -2.456 -6.688 -5.053
45 C 4.062 3.950 -1.375
46 C 4.441 4.469 -2.746
47 H 1.501 -0.981 -1.131
48 C 2.096 6.224 5.226
49 H 2.997 -2.387 -8.722
50 H 2.481 5.402 5.834
51 C -0.609 -4.714 -4.223
52 C -7.315 -4.976 -2.193
53 H 2.558 0.998 -4.328
54 O 2.101 -4.471 -7.352
55 H -1.408 3.460 3.353
56 C 6.028 -4.104 -8.326
57 C 3.389 2.807 -1.203
58 C 3.765 2.780 5.994
59 C 0.550 -2.169 2.579
60 O -5.479 -6.372 -2.682
61 H -2.020 9.211 10.962
62 O 5.554 -2.045 -9.417
63 H 3.905 3.500 6.796
64 H 3.110 2.419 -0.233
65 H 4.921 5.485 -0.801
66 O 4.717 5.297 3.394
67 H 4.367 4.056 -4.883
68 O -3.227 -7.616 -5.600
69 H 6.509 -2.248 -9.496
70 O -4.703 5.261 7.771
71 O -1.850 -4.642 -2.240
72 H -2.836 -7.809 -6.476
73 H -4.169 4.970 7.011
74 O 2.645 2.459 3.189
75 C -7.557 -7.363 -3.057
76 O 2.395 2.902 5.548
77 C 1.227 -1.032 2.378
78 O -10.732 -5.917 -2.476
79 O -6.881 -8.423 -3.463
80 N -0.858 3.627 4.191
81 H -5.371 6.577 9.984
82 H -5.933 -8.197 -3.394
83 H 0.451 6.674 3.991
84 H 3.936 1.773 6.362
85 C 3.260 -4.279 -7.680
86 H -1.431 4.242 4.768
87 H -0.330 -4.039 -0.530
88 O 3.028 1.753 -4.731
89 O -9.338 -3.851 -1.780
90 H -0.162 -3.502 -2.832
91 C -4.404 6.772 9.541
92 C 1.217 -1.342 -0.152
93 H 2.783 -6.139 -6.492
94 C 3.007 2.036 -2.368
95 O 2.376 0.997 -2.314
96 H 6.292 -5.983 -7.259
97 C -1.767 7.405 8.434
98 O 0.172 -3.775 -3.710
99 O 2.873 6.367 4.034
100 O 0.158 -3.288 -0.929
101 C -1.296 -6.266 -5.926
102 O 3.741 -6.323 -6.556
103 H 0.284 -2.527 3.563
104 C -8.655 -4.915 -2.161
105 H 3.319 2.940 2.688
106 C -8.896 -7.303 -3.021
107 C -2.626 6.434 7.817

Computed properties:
* electronic energy: -4073.36866 a.u.
* maximum force: 0.9 eV Å⁻¹
* energy relative to the best compared isomer or geometry (same formula, charge and spin): 0.00 kcal per mole
* 2S+1: 1
* frontier orbital gap: 6.6 eV
* net charge: +1

Question: The lowest electronic energy belongs to which entry?
Answer: C40H35BF2GeNO7OsS

Question: Among the records above, which one has the lowest energy relative to the best compared isomer or geometry (same formula, charge and spin)?
Answer: C40H36BNO28P

Question: 2S+1 of number 4 (C40H36BNO28P)?
Answer: 1

Question: The highest 2S+1 belongs to which entry?
Answer: C40H35BF2GeNO7OsS